No. 1
{
  "formula": "C61H68BBr2ClF7NO5PS2",
  "method": "wB97M-V/def2-TZVPD",
  "species": ["C", "C", "C", "C", "C", "N", "C", "C", "C", "C", "C", "O", "S", "C", "O", "O", "C", "C", "B", "O", "C", "C", "P", "O", "Cl", "C", "S", "C", "Br", "C", "C", "Br", "H", "H", "H", "H", "H", "H", "H", "H", "H", "H", "H", "H", "H", "H", "H", "H", "H", "H", "H", "H", "H", "H", "H", "H", "H", "H", "H", "H", "H", "H", "H", "H", "H", "F", "C", "C", "C", "C", "C", "C", "H", "H", "H", "H", "H", "F", "C", "C", "C", "C", "C", "C", "H", "H", "H", "H", "H", "F", "C", "C", "C", "C", "C", "C", "H", "H", "H", "H", "H", "F", "C", "C", "C", "C", "C", "C", "H", "H", "H", "H", "H", "F", "C", "C", "C", "C", "C", "C", "H", "H", "H", "H", "H", "F", "C", "C", "C", "C", "C", "C", "H", "H", "H", "H", "H", "F", "C", "C", "C", "C", "C", "C", "H", "H", "H", "H", "H"],
  "positions_angstrom": [[-2.65654, -1.71841, -4.08490], [-1.83014, -1.20802, -3.19721], [-1.03290, -0.52258, -1.98746], [-0.38080, 0.92788, -2.42423], [0.87163, 1.14317, -1.45858], [1.54888, 2.47768, -1.32209], [0.51833, 3.35578, -0.60395], [-0.78810, 3.02218, -0.08778], [1.74894, 3.02535, -2.73968], [0.53716, 4.04347, -3.20677], [3.19555, 3.51909, -3.19080], [3.88760, 2.42002, -3.90459], [3.23599, 4.85377, -4.54860], [2.58770, 4.18808, -6.19863], [2.61353, 6.16780, -4.13885], [4.70227, 5.22287, -4.86723], [4.22526, 4.08928, -2.12082], [3.78121, 3.75666, -0.61130], [5.17413, 3.73968, 0.25534], [6.52923, 3.59095, -0.30167], [5.28672, 3.82237, 1.91304], [5.82658, 2.42825, 2.54761], [3.13197, 5.45516, 0.07732], [2.28756, 6.32423, -1.15732], [4.80698, 6.77565, 0.39421], [2.78869, 2.48228, -0.42622], [2.12300, 2.77649, 1.35020], [3.55429, 1.07040, -0.21387], [2.64781, -0.27992, 1.02506], [4.25197, 0.38217, -1.51300], [5.80814, 0.84427, -1.74156], [4.42415, -1.58433, -1.00706], [-3.53481, -2.27037, -4.60482], [-0.20336, -1.20883, -1.54980], [-1.75333, -0.28969, -1.11688], [-1.24381, 1.66654, -2.38509], [-0.05302, 0.76130, -3.53332], [1.56574, 0.28590, -1.84989], [0.48230, 0.70474, -0.44579], [0.62646, 4.51355, -0.52963], [-0.97960, 2.12391, 0.61999], [-1.72647, 3.65211, -0.35838], [1.59159, 2.18169, -3.54249], [0.65248, 5.09622, -2.74781], [-0.51718, 3.59448, -3.05877], [0.55056, 4.21450, -4.36443], [4.73757, 2.74069, -4.28689], [2.10592, 3.16423, -5.92862], [3.44388, 3.96662, -6.94743], [1.75489, 4.85324, -6.63500], [4.34755, 5.24746, -2.23928], [5.27368, 3.68972, -2.44065], [7.12093, 4.23494, 0.17526], [4.34091, 4.24417, 2.40775], [6.12913, 4.60746, 2.11756], [4.99504, 1.74786, 2.97575], [6.60186, 2.66673, 3.36866], [6.38997, 1.76973, 1.76335], [1.45917, 6.66824, -0.72312], [3.03903, 2.30235, 2.27404], [4.48191, 1.13635, 0.49931], [3.63180, 0.35107, -2.46900], [5.93301, 1.65533, -2.54023], [6.30824, 1.06478, -0.73314], [6.34113, -0.10471, -2.16359], [4.69855, -2.00752, -8.53972], [5.16353, -0.75071, -8.56782], [5.09915, 0.02540, -7.42003], [5.58659, 1.32918, -7.44732], [6.12314, 1.84522, -8.62568], [6.17815, 1.05849, -9.77373], [5.70098, -0.24855, -9.74365], [4.67079, -0.39066, -6.51498], [5.54827, 1.94288, -6.55241], [6.49932, 2.86386, -8.64759], [6.59257, 1.46338, -10.69154], [5.74408, -0.87773, -10.62525], [-3.47617, -2.30674, -1.00701], [-3.49445, -3.63565, -0.81204], [-4.55696, -4.20750, -0.12964], [-4.58188, -5.58452, 0.06864], [-3.53716, -6.37402, -0.40873], [-2.47137, -5.78863, -1.08866], [-2.45219, -4.41201, -1.29679], [-5.35709, -3.57702, 0.24179], [-5.41336, -6.04191, 0.59446], [-3.55507, -7.44819, -0.24987], [-1.65637, -6.40411, -1.45640], [-1.63560, -3.94055, -1.83181], [3.89783, -5.46760, 5.55570], [4.27811, -5.13122, 4.31429], [3.52925, -4.20840, 3.59941], [3.92623, -3.85515, 2.31301], [5.06185, -4.43711, 1.75201], [5.80352, -5.36649, 2.47724], [5.41307, -5.71166, 3.76781], [2.64428, -3.77255, 4.04922], [3.35160, -3.12816, 1.74792], [5.36855, -4.16423, 0.74633], [6.68525, -5.82180, 2.03742], [5.98334, -6.42647, 4.34996], [1.55007, -3.14455, 6.31005], [1.41936, -3.42593, 7.61703], [0.67734, -2.57768, 8.42564], [0.53737, -2.87163, 9.77909], [1.15026, -4.00500, 10.31046], [1.89724, -4.84711, 9.49017], [2.02818, -4.55944, 8.13472], [0.21470, -1.69617, 7.99617], [-0.04750, -2.21873, 10.41914], [1.04430, -4.23130, 11.36732], [2.37727, -5.72712, 9.90652], [2.59813, -5.20827, 7.48032], [-6.96504, -3.79518, 2.34337], [-6.28086, -4.17965, 3.43341], [-6.01484, -3.25448, 4.43231], [-5.30951, -3.65348, 5.56414], [-4.86850, -4.97050, 5.67891], [-5.13650, -5.88955, 4.66744], [-5.85162, -5.49364, 3.54109], [-6.35839, -2.23207, 4.32172], [-5.10286, -2.93960, 6.35511], [-4.31428, -5.27994, 6.56006], [-4.78845, -6.91381, 4.75644], [-6.07669, -6.19782, 2.74869], [-10.52899, -1.05154, 4.55569], [-10.13694, -0.72473, 3.31579], [-10.86979, 0.20458, 2.59120], [-10.45910, 0.54770, 1.30565], [-9.32657, -0.05108, 0.75589], [-8.60218, -0.98593, 1.49027], [-9.00549, -1.32079, 2.77895], [-11.75247, 0.65330, 3.03262], [-11.02025, 1.27939, 0.73303], [-9.00873, 0.21335, -0.24853], [-7.72277, -1.45393, 1.05883], [-8.44738, -2.03947, 3.36708], [-4.81693, 3.39487, -2.69811], [-5.82729, 3.67023, -1.85633], [-6.72703, 4.67586, -2.17693], [-7.77662, 4.95755, -1.30683], [-7.90787, 4.23723, -0.12056], [-6.99568, 3.23297, 0.19358], [-5.95263, 2.94375, -0.68173], [-6.60414, 5.23106, -3.10000], [-8.49077, 5.73722, -1.55175], [-8.72430, 4.46056, 0.55982], [-7.09695, 2.67567, 1.11968], [-5.23856, 2.15925, -0.45736]],
  "forces_ev_per_a": [[3.58, 2.23, 5.23], [-4.12, -2.02, -3.35], [-0.21, 0.19, -0.54], [-0.44, -1.24, -1.20], [-1.38, -4.39, 0.17], [-0.97, 0.66, 1.43], [-5.03, 2.21, 0.93], [2.28, -0.75, -0.55], [-0.79, 0.54, -4.31], [-0.13, 0.64, -0.60], [2.08, -0.23, -0.21], [-1.25, 0.67, 0.60], [2.94, 6.53, -1.97], [-0.99, -1.81, 0.14], [-0.15, -3.95, -0.53], [-3.33, -2.97, 1.18], [0.39, 0.51, -0.68], [1.38, 0.45, -2.73], [2.84, -0.79, 1.72], [-2.66, 1.67, 0.50], [0.37, 0.65, -0.14], [0.34, -0.43, -0.14], [-1.96, 1.58, 1.01], [0.43, -1.31, 1.28], [-0.56, -1.29, -0.96], [2.47, -0.23, 3.37], [-0.68, 0.30, 0.41], [2.31, -0.68, -0.37], [-0.52, 0.96, -0.44], [0.57, -0.60, 0.34], [-0.28, -1.40, -0.48], [0.45, 0.57, -1.23], [2.30, 1.37, 0.98], [-1.45, 0.92, -1.04], [0.90, -0.68, -1.51], [1.41, -0.74, 0.01], [-0.51, 0.68, 1.97], [-0.57, 2.12, 0.85], [1.21, 1.54, -1.48], [0.50, -2.36, -1.47], [0.19, 0.96, -2.15], [2.19, -0.25, 1.31], [0.36, 0.96, 2.19], [-0.27, -1.87, -0.72], [1.96, 0.66, 0.21], [0.49, -0.53, 2.10], [-0.72, 0.17, 0.48], [0.76, 1.64, -0.59], [-1.29, 0.75, 1.61], [1.58, -0.72, 0.95], [-0.40, -2.02, 0.10], [-1.99, 0.58, 0.94], [-0.72, -1.23, -0.48], [1.46, -0.79, -0.43], [-1.52, -1.28, -0.34], [1.27, 1.21, -0.53], [-1.46, -0.54, -1.19], [-0.96, 1.32, 1.27], [1.30, -0.30, -0.46], [-0.11, 0.00, -1.35], [-1.80, 0.96, -1.40], [0.95, 0.33, 1.42], [-0.28, -0.98, 1.60], [-0.80, -0.03, -1.64], [-0.94, 1.85, 0.70], [-0.04, -0.07, 0.03], [0.27, 0.69, -0.04], [-0.09, -0.06, 0.16], [0.02, -0.17, -0.43], [0.00, 0.12, 0.07], [-0.12, -0.07, 0.31], [-0.01, -0.08, -0.10], [0.04, -0.04, -0.08], [0.02, -0.06, -0.08], [-0.03, -0.14, 0.00], [-0.05, -0.09, 0.12], [-0.03, 0.01, 0.08], [-0.02, 0.29, 0.11], [-0.02, -1.06, 0.15], [-0.14, 0.19, 0.03], [0.35, 0.04, -0.20], [-0.02, -0.01, 0.01], [-0.29, 0.10, 0.15], [0.12, 0.13, -0.04], [0.05, -0.04, -0.03], [0.10, 0.11, -0.10], [0.01, 0.15, -0.03], [-0.10, 0.11, 0.02], [-0.08, 0.00, 0.01], [-0.01, -0.06, 0.12], [0.26, 0.23, -0.84], [-0.19, 0.10, 0.10], [0.31, -0.31, 0.13], [-0.04, 0.06, -0.03], [-0.26, 0.19, 0.05], [0.04, -0.10, 0.12], [0.08, -0.06, 0.04], [0.03, -0.09, 0.06], [-0.02, -0.05, 0.12], [-0.11, 0.05, 0.09], [-0.07, 0.04, -0.02], [0.01, 0.08, -0.29], [-0.09, -0.24, 1.03], [-0.05, 0.11, -0.14], [0.22, -0.28, -0.11], [-0.03, 0.03, 0.04], [-0.20, 0.31, -0.04], [0.09, -0.10, -0.16], [0.03, -0.07, 0.00], [0.08, -0.06, -0.11], [0.02, 0.03, -0.14], [-0.06, 0.10, -0.09], [-0.05, 0.10, 0.03], [-0.11, 0.06, -0.27], [0.55, -0.31, 0.86], [-0.07, 0.13, -0.09], [0.00, -0.32, -0.20], [0.02, 0.04, 0.04], [-0.07, 0.31, 0.05], [-0.06, -0.04, -0.14], [0.02, -0.06, 0.00], [-0.04, -0.06, -0.12], [-0.08, 0.04, -0.12], [-0.08, 0.13, -0.04], [-0.02, 0.06, 0.08], [-0.02, -0.02, 0.11], [0.22, 0.22, -0.77], [-0.11, 0.07, 0.08], [0.25, -0.25, 0.13], [-0.01, 0.08, -0.06], [-0.22, 0.19, 0.05], [0.05, -0.08, 0.17], [0.07, -0.05, 0.01], [0.03, -0.10, 0.09], [-0.05, -0.03, 0.12], [-0.11, 0.02, 0.10], [-0.14, 0.02, -0.05], [0.29, -0.06, -0.17], [-0.82, 0.22, 0.64], [0.07, 0.05, -0.16], [0.19, -0.28, 0.19], [-0.03, 0.03, -0.02], [-0.05, 0.20, -0.20], [0.16, -0.06, -0.03], [0.01, -0.07, 0.04], [0.12, -0.09, 0.00], [0.12, -0.04, -0.09], [0.01, 0.03, -0.14], [-0.04, 0.02, -0.04]],
  "mulliken_charge": [-0.334, -0.710, -0.182, -0.159, -1.303, 1.878, 0.081, -1.027, -0.602, -1.242, 0.591, -0.633, 1.498, -0.831, -0.670, -0.723, -1.527, 1.602, 0.020, -0.825, -0.294, -0.801, 0.145, -0.402, -0.244, -0.472, -0.101, -1.371, 0.095, 0.215, -0.700, -0.103, 0.358, 0.338, 0.343, 0.197, 0.361, 0.313, 0.432, -0.016, 0.239, 0.269, -0.033, 0.242, 0.289, 0.477, 0.718, 0.295, 0.344, 0.366, 0.694, 0.192, 0.275, 0.355, 0.387, 0.257, 0.315, 0.151, 0.395, 0.142, 0.441, 0.326, 0.071, 0.110, 0.545, -0.301, 0.292, -0.434, -0.207, -0.721, -0.310, -0.443, 0.477, 0.452, 0.405, 0.372, 0.415, -0.184, 0.329, -0.550, -0.458, -0.607, -0.493, -0.167, 0.575, 0.419, 0.373, 0.379, 0.360, -0.224, 0.317, -0.323, -0.022, -0.588, -0.415, -0.591, 0.510, 0.231, 0.255, 0.372, 0.415, -0.233, 0.405, -0.519, -0.436, -0.486, -0.488, -0.208, 0.406, 0.359, 0.361, 0.368, 0.478, -0.292, 0.390, -0.225, -0.540, -0.496, -0.520, -0.162, 0.443, 0.367, 0.388, 0.365, 0.370, -0.310, 0.225, -0.421, -0.470, -0.712, -0.180, -0.334, 0.431, 0.393, 0.453, 0.424, 0.438, -0.307, 0.309, -0.421, -0.375, -0.556, -0.360, -0.353, 0.411, 0.377, 0.396, 0.421, 0.459],
  "total_charge": 1,
  "orbital_gap_ev": 6.5,
  "homo_ev": -10.47
}

***

No. 2
{
  "formula": "C27H31Cl2F6N5O2ReSSb",
  "method": "wB97M-V/def2-TZVPD",
  "species": ["Re", "Cl", "C", "C", "C", "C", "C", "Cl", "C", "N", "H", "H", "H", "F", "Sb", "F", "F", "F", "F", "F", "C", "C", "C", "N", "C", "S", "N", "C", "O", "C", "C", "C", "C", "C", "C", "H", "H", "H", "H", "H", "H", "H", "H", "H", "H", "H", "H", "H", "H", "C", "C", "N", "C", "C", "C", "O", "C", "C", "C", "C", "N", "C", "H", "H", "H", "H", "H", "H", "H", "H", "H", "H", "H", "H", "H", "H"],
  "positions_angstrom": [[-0.02478, 2.49512, 0.97768], [3.67773, 3.96716, 1.51908], [2.82421, 5.33830, 0.97317], [3.43612, 6.53836, 0.72779], [2.68008, 7.61710, 0.26823], [1.30592, 7.52374, 0.08481], [0.65154, 6.34426, 0.35763], [-1.03088, 6.19736, 0.21441], [1.41269, 5.19555, 0.77073], [0.82470, 4.02733, 0.92085], [4.49941, 6.64688, 0.88850], [3.17917, 8.55259, 0.05479], [0.73648, 8.37516, -0.26098], [-0.37849, 2.34444, 3.07625], [-1.96689, 3.67117, 3.62389], [-1.49402, 3.70641, 5.40774], [-0.63256, 4.91423, 3.12292], [-3.37472, 4.86767, 3.53026], [-2.89181, 2.02956, 3.73708], [-2.20984, 3.44152, 1.62681], [3.25769, -0.84811, -0.12383], [3.16620, 0.62604, -0.51460], [2.80791, 0.84333, -1.98636], [1.47398, 0.32136, -2.28850], [0.34099, 0.89785, -2.02978], [0.24256, 2.57508, -1.46767], [-0.83310, 0.27419, -2.29112], [-0.95645, -1.03355, -2.83385], [0.04746, -1.67427, -3.06348], [-2.32325, -1.51140, -3.06781], [-3.45022, -0.96554, -2.44536], [-4.70303, -1.49114, -2.69826], [-4.84620, -2.55612, -3.57943], [-3.73465, -3.09646, -4.21157], [-2.47766, -2.58189, -3.95420], [3.40094, -0.93612, 0.95285], [4.10757, -1.32217, -0.61377], [2.35428, -1.40168, -0.39339], [4.13028, 1.10255, -0.33392], [2.42713, 1.14147, 0.11068], [3.51495, 0.31827, -2.62556], [2.83686, 1.90448, -2.22860], [1.38391, -0.60642, -2.71489], [-1.66590, 0.83692, -2.22063], [-3.36360, -0.15669, -1.73169], [-5.57463, -1.07001, -2.21596], [-5.83027, -2.96131, -3.77167], [-3.85358, -3.91614, -4.90630], [-1.60571, -2.97846, -4.45722], [2.43806, -5.09460, 1.99602], [0.91201, -5.16579, 2.06691], [0.22684, -4.03243, 1.44802], [-0.32417, -4.21047, 0.11187], [0.74622, -4.54831, -0.92346], [0.17748, -2.88203, 2.15620], [0.75670, -2.71654, 3.21265], [-0.70393, -1.74807, 1.67446], [-2.08524, -1.80194, 1.85645], [-2.84258, -0.66374, 1.62954], [-2.20951, 0.48667, 1.20617], [-0.87136, 0.56047, 1.05562], [-0.13878, -0.54476, 1.30183], [2.84459, -5.98814, 2.46804], [2.80128, -4.22541, 2.54042], [2.78910, -5.05512, 0.96576], [0.63273, -5.17952, 3.12115], [0.54732, -6.07343, 1.58649], [-0.83857, -3.29613, -0.18296], [-1.06223, -5.01836, 0.13697], [1.54046, -3.80068, -0.91376], [0.29695, -4.56228, -1.91450], [1.18304, -5.52663, -0.73126], [-2.55901, -2.71517, 2.19386], [-3.90987, -0.65044, 1.79751], [-2.78604, 1.37994, 1.00150], [0.93999, -0.45501, 1.22273]],
  "forces_ev_per_a": [[0.23, 1.48, -0.44], [0.23, -0.08, 0.05], [-0.57, -0.16, -0.09], [0.18, 0.05, 0.03], [-0.03, -0.14, 0.02], [-0.18, 0.09, 0.01], [0.43, -0.48, 0.14], [-0.21, 0.01, -0.16], [0.53, 1.00, -0.20], [-0.60, -0.65, 0.39], [0.01, -0.05, 0.00], [-0.01, 0.02, 0.02], [-0.01, 0.01, 0.04], [-0.16, 0.46, -0.63], [0.18, -0.39, -1.09], [-0.06, -0.06, -0.22], [-0.43, -0.29, 0.32], [0.14, -0.24, 0.29], [0.25, 0.75, 0.05], [0.73, -0.34, 0.42], [-0.02, 0.21, 0.02], [0.08, -0.34, -0.18], [0.14, 0.30, 0.46], [0.03, 0.04, 0.02], [-0.22, 0.19, 0.00], [-0.07, -0.33, 0.88], [0.06, -0.22, -0.14], [0.02, 0.11, 0.16], [-0.03, -0.15, -0.10], [-0.27, -0.17, -0.12], [0.15, -0.02, 0.01], [-0.08, 0.01, -0.01], [0.02, 0.03, 0.03], [-0.04, -0.01, 0.02], [0.13, 0.08, -0.02], [0.03, -0.12, 0.01], [-0.02, -0.06, -0.01], [0.01, -0.04, 0.00], [-0.05, 0.12, 0.04], [0.03, 0.09, 0.01], [-0.08, -0.01, -0.08], [-0.01, -0.04, -0.09], [-0.08, -0.09, 0.04], [-0.01, 0.08, 0.03], [-0.01, 0.08, 0.06], [0.01, -0.01, 0.02], [0.00, 0.00, -0.03], [0.03, 0.00, -0.01], [0.00, -0.04, 0.05], [-0.25, -0.03, -0.07], [0.45, -0.01, 0.29], [-0.22, 0.49, 0.04], [0.11, -0.14, -0.15], [-0.16, 0.11, 0.10], [0.18, -0.57, -0.29], [0.01, 0.27, 0.11], [-0.12, 0.04, 0.12], [0.06, 0.11, -0.07], [0.12, 0.00, -0.12], [-0.35, -0.09, -0.01], [-0.43, -0.77, 0.13], [0.21, -0.13, 0.00], [0.08, 0.01, -0.02], [0.01, 0.01, -0.02], [0.06, -0.01, 0.01], [-0.14, -0.10, -0.07], [-0.08, 0.02, 0.02], [-0.06, 0.01, 0.02], [-0.05, 0.09, 0.03], [0.03, -0.01, -0.02], [0.01, -0.04, -0.07], [0.04, 0.01, -0.03], [0.04, -0.03, 0.01], [-0.01, -0.01, -0.07], [0.09, 0.04, 0.08], [-0.05, 0.04, 0.01]],
  "lowdin_spin": [2.307, -0.015, -0.064, 0.004, -0.091, 0.007, -0.072, -0.023, -0.057, -0.321, 0.001, -0.004, 0.001, 0.049, 0.004, 0.001, -0.001, 0.001, 0.002, 0.077, 0.001, 0.015, 0.003, -0.002, 0.011, 0.079, 0.001, 0.000, 0.000, 0.000, 0.000, 0.000, 0.000, 0.000, 0.000, 0.000, 0.001, 0.000, 0.000, 0.018, 0.001, 0.001, 0.000, 0.001, 0.000, 0.000, 0.000, 0.000, 0.000, 0.000, 0.000, 0.000, 0.000, 0.000, 0.000, 0.000, 0.001, 0.008, 0.000, 0.010, 0.019, 0.019, 0.000, 0.000, 0.000, 0.000, 0.000, 0.000, 0.000, 0.000, 0.000, 0.000, 0.000, 0.000, 0.001, 0.005],
  "total_charge": 2,
  "orbital_gap_ev": [5.9, 6.0],
  "s_squared": 2.356,
  "spin_multiplicity": 3,
  "homo_ev": [-13.95, -13.95]
}

***

| no. | calculated total energy (hartree) |
| --- | --- |
| 1 | -10265.33859 |
| 2 | -3707.62364 |